This record from the Open Molecules 2025 dataset describes a structure of composition C17H27N7O4Se2Te2Ti in a non-equilibrium geometry. The level of theory is ωB97M-V/def2-TZVPD.

Last column: natural (NBO) charge in e.
Cartesian coordinates (Å):
Te  -4.658  -0.855  1.630  0.153
Te  -5.574  -0.416  -0.850  0.144
Se  -2.601  0.517  1.575  -0.532
Se  -3.401  -0.697  -2.054  -0.561
Ti  -1.467  0.023  -0.526  1.236
O  -0.269  -1.571  0.052  -0.803
O  4.900  -0.218  -1.577  -0.582
O  4.471  0.563  1.683  -0.746
O  0.210  1.908  0.457  -0.594
N  -1.454  2.040  -1.056  -0.746
N  0.540  -1.928  2.143  -0.394
N  -1.939  4.188  -1.123  -0.370
N  3.705  1.260  -0.384  -0.630
N  -1.231  -3.166  1.368  -0.414
N  -3.371  2.621  -2.145  -0.741
N  0.238  -0.164  -2.203  -0.512
C  -0.334  -2.156  1.196  0.828
C  1.525  -0.878  1.941  -0.409
C  0.446  -2.562  3.505  -0.196
C  -1.395  -3.936  2.605  -0.205
C  1.376  0.396  -1.795  0.100
C  1.546  -1.585  -3.611  -0.247
C  -0.727  4.150  -0.267  -0.309
C  4.764  1.467  0.597  0.084
C  2.654  -0.053  -2.096  -0.197
C  0.332  -1.102  -3.157  0.083
C  -0.544  2.615  -0.179  0.698
C  3.846  0.326  -1.373  0.660
C  2.724  -1.083  -3.028  -0.074
C  -1.816  -3.733  0.143  -0.397
C  -2.337  2.961  -1.436  0.678
C  -0.935  -3.126  3.785  -0.427
C  -2.673  5.405  -1.495  -0.420
H  -1.116  -4.572  -0.192  0.192
H  -2.241  5.864  -2.419  0.221
H  2.331  -0.878  2.618  0.233
H  -2.747  -4.176  0.438  0.215
H  -0.916  4.692  0.631  0.248
H  -3.606  1.667  -2.340  0.455
H  -0.771  -4.884  2.499  0.195
H  -1.901  -3.020  -0.677  0.238
H  -3.996  3.368  -2.456  0.411
H  1.200  -3.357  3.615  0.207
H  1.271  1.323  -1.245  0.204
H  3.670  -1.563  -3.386  0.260
H  1.986  -1.032  0.971  0.218
H  1.009  0.092  1.929  0.219
H  -2.606  6.138  -0.683  0.231
H  2.806  1.502  -0.016  0.399
H  -3.722  5.231  -1.674  0.216
H  -0.770  -3.805  4.654  0.238
H  -0.612  -1.533  -3.395  0.215
H  -2.453  -4.215  2.673  0.226
H  0.643  -1.781  4.197  0.219
H  5.751  1.232  0.201  0.205
H  1.641  -2.296  -4.392  0.239
H  -1.609  -2.355  4.039  0.226
H  4.821  2.458  0.969  0.178
H  5.267  0.004  1.835  0.486
H  0.121  4.686  -0.715  0.246

## Properties
LUMO energy (alpha / beta), eV: -2.8 / -2.9
Net charge: +1
Kohn-Sham gap (alpha / beta), eV: 6.72 / 6.58
Spin multiplicity: 2

This record from the Open Molecules 2025 dataset describes a cluster of 2 separate species, C3H8O3S in total in a non-equilibrium geometry. The level of theory is ωB97M-V/def2-TZVPD.

Last column: natural (NBO) charge in e.
Cartesian coordinates (Å):
S  -0.598  1.540  -1.009  -0.048
O  0.274  -3.077  -0.379  -0.692
O  0.342  -1.280  0.952  -0.594
O  2.755  3.449  1.559  -0.945
C  -0.052  -1.814  -0.048  0.801
C  -1.583  0.085  -0.587  -0.524
C  -0.995  -1.232  -1.082  -0.530
H  2.286  4.214  1.894  0.472
H  -1.874  0.042  0.464  0.236
H  0.340  1.494  -0.050  0.144
H  -0.465  -1.140  -2.025  0.250
H  0.756  -3.522  0.334  0.497
H  -2.495  0.302  -1.135  0.224
H  3.082  2.933  2.298  0.473
H  -1.773  -1.992  -1.185  0.235

## Properties
Structure (SMILES): O=C(O)CCS.O
Relative energy (zero: lowest compared OMol25 entry of this formula, charge and spin), kcal per mole: 3.3
LUMO energy, eV: 0.7
Net charge: 0
Kohn-Sham gap, eV: 9.72

The highest net charge belongs to which entry? C17H27N7O4Se2Te2Ti